The following is a quantum chemistry calculation of a molecular structure, C4H7EuO3 in a non-equilibrium geometry, from the OMol25 dataset.

ORCA input file:
```
! wB97M-V def2-TZVPD RIJCOSX def2/J DEFGRID3
* xyz 0 9
Eu 1.948 1.096 -0.419
H -2.621 0.516 -0.426
C -0.536 -1.246 0.427
H 0.919 -2.298 -0.746
C -1.076 2.056 -0.064
C 0.872 -1.800 0.246
O 1.860 -0.851 0.352
H -1.301 -2.003 0.214
H 0.999 -2.546 1.057
O -0.688 -0.194 -0.559
H -1.783 2.898 -0.106
O 0.139 2.247 0.177
H -0.676 -0.798 1.418
C -1.561 0.775 -0.436
H 3.505 2.148 -1.134
*
```

The calculation puts the frontier orbital gap (spin up / spin down) at 6.3 / 3.9 eV. The value obtained for the relative energy (zero: lowest compared OMol25 entry of this formula, charge and spin) is 1.50 kcal per mole. The maximum force is 0.0580 Eh/bohr. Its LUMO energy (spin up / spin down) is 0.24 / -2.74 eV. The value obtained for the total energy is -1092.49527 a.u.

Atom charges from the Mulliken analysis, given in e for atoms 1 to 8: 0.8172, 0.4274, -0.3993, 0.2605, 0.0886, -0.4743, -0.7429, 0.3235


The following is a quantum chemistry calculation of a molecular structure, C4H7F in a non-equilibrium geometry, from the OMol25 dataset.

ORCA input file:
```
! wB97M-V def2-TZVPD RIJCOSX def2/J DEFGRID3
* xyz 0 1
H 2.031 -0.204 1.472
C -0.606 1.025 0.483
C -0.757 0.089 -0.474
C 0.488 0.673 -0.328
H -0.735 0.220 1.549
F -0.797 -1.214 0.115
H -0.758 2.252 0.699
C 1.521 -0.285 0.079
H -1.289 0.163 -1.485
H 0.725 1.513 -1.123
H 2.424 -0.475 -0.725
H 0.901 -1.556 0.011
*
```

The calculation puts the frontier orbital gap at 10.9 eV. The value obtained for the relative energy (zero: lowest compared OMol25 entry of this formula, charge and spin) is 138.06 kcal per mole. The maximum force is 0.2216 Eh/bohr. Its LUMO energy is 0.94 eV. The value obtained for the total energy is -256.22384 a.u.

Atom charges from the Mulliken analysis, given in e for atoms 1 to 8: 0.2143, -0.3661, -0.1747, 0.0620, 0.1911, -0.2904, 0.2649, -1.0423


The following is a quantum chemistry calculation of 2 unconnected molecules or ions with the total composition C4H7F2N in a non-equilibrium geometry, from the OMol25 dataset.

ORCA input file:
```
! wB97M-V def2-TZVPD RIJCOSX def2/J DEFGRID3
* xyz 0 1
C -0.513 0.196 -1.531
H 0.927 1.497 -0.667
C -2.151 -1.168 -0.232
H 1.665 0.064 1.094
H 1.664 -0.859 -0.597
H -3.009 -1.186 1.502
H -1.124 0.827 -1.980
H -0.629 0.975 0.361
H 0.717 -1.266 0.888
C 0.196 0.588 -0.330
N -2.505 -0.657 0.829
C 1.202 -0.392 0.318
F 0.025 -0.690 -2.368
F -2.566 -2.247 -0.857
*
```

The calculation puts the frontier orbital gap (spin up / spin down) at 8.6 / 8.6 eV. The value obtained for the relative energy (zero: lowest compared OMol25 entry of this formula, charge and spin) is 89.19 kcal per mole. The maximum force is 0.1235 Eh/bohr. Its LUMO energy (spin up / spin down) is 0.23 / 0.24 eV. The value obtained for the total energy is -410.93206 a.u.

Atom charges from the Mulliken analysis, given in e for atoms 1 to 8: -0.2993, 0.2916, 0.1829, 0.4024, 0.2841, 0.2258, 0.5010, 0.2886


The following is a quantum chemistry calculation of 2 unconnected molecules or ions with the total composition C4H7F2N in a non-equilibrium geometry, from the OMol25 dataset.

ORCA input file:
```
! wB97M-V def2-TZVPD RIJCOSX def2/J DEFGRID3
* xyz 0 1
C 0.572 -0.168 -0.445
C -2.724 0.334 0.000
H 0.344 0.805 -0.883
H 1.009 -1.024 1.489
H -0.041 0.395 1.538
H 1.693 0.584 1.240
C -0.544 -1.081 -0.757
F -0.679 -2.192 -0.024
H -3.461 2.169 -0.021
H -0.949 -1.190 -1.750
C 0.827 -0.045 1.053
F -3.601 -0.434 0.647
H 1.484 -0.543 -0.936
N -2.709 1.523 -0.271
*
```

The calculation puts the frontier orbital gap (spin up / spin down) at 7.8 / 9.4 eV. The value obtained for the relative energy (zero: lowest compared OMol25 entry of this formula, charge and spin) is 75.58 kcal per mole. The maximum force is 0.0475 Eh/bohr. Its LUMO energy (spin up / spin down) is -0.27 / 0.60 eV. The value obtained for the total energy is -410.95374 a.u.

Atom charges from the Mulliken analysis, given in e for atoms 1 to 8: -0.1235, 0.2058, 0.2649, 0.3057, 0.2876, 0.3292, -0.2790, -0.2376


The following is a quantum chemistry calculation of a molecular structure, C4H7F3N2 in a non-equilibrium geometry, from the OMol25 dataset.

ORCA input file:
```
! wB97M-V def2-TZVPD RIJCOSX def2/J DEFGRID3
* xyz 0 1
F -2.322 -0.364 1.052
C -1.693 0.021 -0.019
H 1.928 0.500 -1.122
H 0.497 1.302 -1.594
H 0.279 -3.082 0.114
N 0.242 -2.149 -0.280
C 0.340 0.147 0.154
H 0.343 -0.387 -1.929
H 1.505 0.511 1.627
F -2.047 1.186 -0.519
H 1.044 2.063 0.779
H -0.084 1.056 2.066
F -2.035 -0.948 -0.895
C 0.670 1.069 1.234
C 0.806 0.352 -1.249
N 0.528 -1.275 0.580
*
```

The calculation puts the frontier orbital gap at 9.4 eV. The value obtained for the relative energy (zero: lowest compared OMol25 entry of this formula, charge and spin) is 62.74 kcal per mole. The maximum force is 0.1241 Eh/bohr. Its LUMO energy is 0.33 eV. The value obtained for the total energy is -565.60962 a.u.

Atom charges from the Mulliken analysis, given in e for atoms 1 to 8: -0.2361, 0.7335, 0.3706, 0.4014, 0.2219, -0.5356, 0.9124, 0.3815


The following is a quantum chemistry calculation of 2 unconnected molecules or ions with the total composition C4H7F3N2O in a non-equilibrium geometry, from the OMol25 dataset.

ORCA input file:
```
! wB97M-V def2-TZVPD RIJCOSX def2/J DEFGRID3
* xyz 0 1
F 0.903 1.798 1.025
F 1.724 0.255 2.382
H 0.826 -1.494 0.801
H -0.093 1.539 -1.098
H -1.217 1.813 0.112
C -0.917 1.048 -0.684
H -1.087 -2.344 -0.444
C -1.094 -1.383 -1.012
H -1.794 0.985 -1.196
F -0.444 0.708 2.370
H -2.204 -1.073 -1.154
N 2.241 -0.351 -0.668
N -0.493 -0.261 -0.284
C 0.513 -0.497 0.571
O 3.238 0.185 -0.242
H -0.744 -1.491 -2.059
C 0.642 0.565 1.579
*
```

The calculation puts the frontier orbital gap (spin up / spin down) at 7.3 / 7.5 eV. The value obtained for the relative energy (zero: lowest compared OMol25 entry of this formula, charge and spin) is 102.33 kcal per mole. The maximum force is 0.0729 Eh/bohr. Its LUMO energy (spin up / spin down) is 0.30 / 0.01 eV. The value obtained for the total energy is -640.80726 a.u.

Atom charges from the Mulliken analysis, given in e for atoms 1 to 8: -0.2307, -0.2819, 0.5886, 0.3778, 0.2562, -0.9911, 0.3270, -0.9209


The following is a quantum chemistry calculation of a gas-phase ion, C4H7F3N3O (charge +1) in a non-equilibrium geometry, from the OMol25 dataset.

ORCA input file:
```
! wB97M-V def2-TZVPD RIJCOSX def2/J DEFGRID3
* xyz 1 1
C -0.943 0.145 -0.077
C 1.213 -0.756 -0.085
C -2.467 0.067 -0.521
F -2.614 -0.123 -1.889
F -3.082 1.273 -0.167
H 1.844 -2.729 0.227
C 0.894 1.471 0.585
O -0.393 1.470 -0.061
N 1.897 0.561 -0.113
N 1.674 -1.790 0.613
H 0.829 1.057 1.658
N -0.056 -0.814 -0.852
H -0.904 -0.227 1.012
F -3.048 -0.997 0.198
H 1.795 -1.647 1.632
H 0.174 -0.300 -1.727
H 1.851 0.826 -1.117
H 1.334 2.514 0.684
*
```

The calculation puts the frontier orbital gap at 9.0 eV. The value obtained for the relative energy (zero: lowest compared OMol25 entry of this formula, charge and spin) is 55.77 kcal per mole. The maximum force is 0.0643 Eh/bohr. As for the SMILES: NC1=[NH+][C@H](C(F)(F)F)OCN1. Its LUMO energy is -6.67 eV. The value obtained for the total energy is -695.37057 a.u.

Atom charges from the Mulliken analysis, given in e for atoms 1 to 8: -0.1005, 0.2859, 0.6440, -0.2297, -0.2123, 0.2991, -0.2565, -0.3516


The following is a quantum chemistry calculation of C4H7FN2 in the gas phase in a non-equilibrium geometry, from the OMol25 dataset.

ORCA input file:
```
! wB97M-V def2-TZVPD RIJCOSX def2/J DEFGRID3
* xyz 0 1
C -0.722 0.410 2.306
H 1.309 0.599 -1.435
H -0.987 -1.233 -1.659
N -0.039 0.442 1.007
N -0.940 -0.170 0.049
H 0.023 2.533 1.949
C -0.610 1.698 1.569
F 1.298 -1.254 -2.447
C 1.068 -0.475 -1.288
H -1.531 -0.218 2.338
H 1.707 -0.846 -0.433
H -0.048 0.282 3.156
H -1.489 2.110 1.018
C -0.370 -0.606 -0.970
*
```

The calculation puts the frontier orbital gap at 10.2 eV. The value obtained for the relative energy (zero: lowest compared OMol25 entry of this formula, charge and spin) is 60.14 kcal per mole. The maximum force is 0.0573 Eh/bohr. As for the SMILES: FC/C=N\N1CC1. Its LUMO energy is 1.15 eV. The value obtained for the total energy is -365.88266 a.u.

Atom charges from the Mulliken analysis, given in e for atoms 1 to 8: -0.4065, 0.2244, 0.3569, -0.1434, -0.5384, 0.2272, -0.3921, -0.2993


The lowest relative energy (zero: lowest compared OMol25 entry of this formula, charge and spin) belongs to which entry?
C4H7EuO3


Please write out number 5 again, unchanged.
The following is a quantum chemistry calculation of a molecular structure, C4H7F3N2 in a non-equilibrium geometry, from the OMol25 dataset.

ORCA input file:
```
! wB97M-V def2-TZVPD RIJCOSX def2/J DEFGRID3
* xyz 0 1
F -2.322 -0.364 1.052
C -1.693 0.021 -0.019
H 1.928 0.500 -1.122
H 0.497 1.302 -1.594
H 0.279 -3.082 0.114
N 0.242 -2.149 -0.280
C 0.340 0.147 0.154
H 0.343 -0.387 -1.929
H 1.505 0.511 1.627
F -2.047 1.186 -0.519
H 1.044 2.063 0.779
H -0.084 1.056 2.066
F -2.035 -0.948 -0.895
C 0.670 1.069 1.234
C 0.806 0.352 -1.249
N 0.528 -1.275 0.580
*
```

The calculation puts the frontier orbital gap at 9.4 eV. The value obtained for the relative energy (zero: lowest compared OMol25 entry of this formula, charge and spin) is 62.74 kcal per mole. The maximum force is 0.1241 Eh/bohr. Its LUMO energy is 0.33 eV. The value obtained for the total energy is -565.60962 a.u.

Atom charges from the Mulliken analysis, given in e for atoms 1 to 8: -0.2361, 0.7335, 0.3706, 0.4014, 0.2219, -0.5356, 0.9124, 0.3815


Please write out number 8 again, unchanged.
The following is a quantum chemistry calculation of C4H7FN2 in the gas phase in a non-equilibrium geometry, from the OMol25 dataset.

ORCA input file:
```
! wB97M-V def2-TZVPD RIJCOSX def2/J DEFGRID3
* xyz 0 1
C -0.722 0.410 2.306
H 1.309 0.599 -1.435
H -0.987 -1.233 -1.659
N -0.039 0.442 1.007
N -0.940 -0.170 0.049
H 0.023 2.533 1.949
C -0.610 1.698 1.569
F 1.298 -1.254 -2.447
C 1.068 -0.475 -1.288
H -1.531 -0.218 2.338
H 1.707 -0.846 -0.433
H -0.048 0.282 3.156
H -1.489 2.110 1.018
C -0.370 -0.606 -0.970
*
```

The calculation puts the frontier orbital gap at 10.2 eV. The value obtained for the relative energy (zero: lowest compared OMol25 entry of this formula, charge and spin) is 60.14 kcal per mole. The maximum force is 0.0573 Eh/bohr. As for the SMILES: FC/C=N\N1CC1. Its LUMO energy is 1.15 eV. The value obtained for the total energy is -365.88266 a.u.

Atom charges from the Mulliken analysis, given in e for atoms 1 to 8: -0.4065, 0.2244, 0.3569, -0.1434, -0.5384, 0.2272, -0.3921, -0.2993


Among the records above, which one has the lowest maximum force?
number 4